No. 1
A structure of composition C34H52CaN2OP. Source: the OMol25 dataset; level of theory: ωB97M-V/def2-TZVPD.

## Properties
**E_LUMO**: 2.201 eV
**HOMO**: -3.1278 eV
**DFT total energy**: -68857.793 eV
**2S+1**: 1
**Charge**: -1
**Gap between HOMO and LUMO**: 0.19584 Ha

Each line ends with the Mulliken charge.
Cartesian coordinates (Å):
C1 2.881 -0.079 -0.133  -0.232
H1 -0.366 -2.670 -4.841  0.308
C2 3.012 2.005 -5.449  -0.323
H2 -2.626 -1.128 2.587  0.195
C3 -0.180 -2.448 3.207  -2.168
H3 0.362 -2.325 5.932  0.529
C4 2.493 -0.850 -1.265  -1.495
C5 0.372 3.063 3.263  -1.778
C6 2.350 1.557 3.168  -1.861
H4 2.549 2.258 -2.510  0.260
H5 -1.774 0.647 5.863  0.255
Ca1 0.199 0.471 -0.367  1.774
H6 1.762 3.613 -4.677  0.307
H7 -3.868 -0.362 3.593  0.627
C7 2.334 0.045 -2.362  0.662
C8 -1.052 0.827 -3.101  0.149
H8 2.164 -2.437 4.327  0.681
H9 1.807 -0.944 -6.677  0.378
H10 2.420 -0.726 4.688  0.252
C9 -1.994 0.667 3.673  2.112
H11 -2.349 1.222 1.603  0.109
C10 -0.253 -3.300 -2.042  -0.895
C11 1.125 1.851 5.333  -1.990
H12 0.121 -0.657 -4.103  -1.093
H13 -1.801 2.287 5.145  0.256
C12 -1.496 -2.652 -2.310  -0.402
C13 -0.268 -3.733 -0.693  -0.857
H14 2.376 -1.934 -1.301  0.416
H15 -2.618 -1.340 4.369  0.275
C14 3.018 0.726 -6.009  -0.471
H16 0.061 -0.868 -2.392  -1.548
C15 2.541 1.363 -1.888  0.263
C16 0.382 -1.298 4.055  2.541
H17 1.658 0.989 5.749  0.264
H18 -1.636 -1.712 -5.622  0.375
H19 -2.040 -3.292 -4.865  0.430
H20 2.209 -0.243 -3.409  0.370
H21 3.178 -0.483 0.836  0.396
C17 -2.325 -2.805 -1.168  -1.274
C18 -0.586 -0.599 -3.255  2.342
C19 -0.076 -1.406 5.517  -1.907
H22 -2.105 2.628 2.654  0.315
N1 -1.551 1.494 -4.196  0.174
C20 -1.555 -3.436 -0.152  -0.292
H23 -0.540 3.378 3.781  0.254
H24 -0.512 3.368 -4.109  0.341
H25 0.287 -0.569 6.128  0.261
H26 0.540 -3.428 -2.783  0.350
H27 3.027 0.940 3.768  0.201
H28 -3.220 -0.340 -4.216  0.540
H29 0.173 2.969 2.187  0.122
H30 -1.242 -2.641 3.380  0.241
H31 3.949 2.534 -5.270  0.331
C21 1.812 0.059 -6.242  -0.264
P1 -0.172 0.337 3.299  -0.477
C22 1.798 2.608 -5.105  -0.681
C23 -1.426 -2.388 -4.781  -1.702
H32 -3.369 -2.500 -1.111  0.387
H33 2.822 2.538 3.018  0.638
O1 -0.967 1.343 -1.937  -1.011
H34 -2.511 1.815 -4.038  0.410
C24 0.964 1.760 3.816  2.269
H35 -0.029 -2.237 2.142  0.494
H36 -1.916 -3.683 0.844  0.532
H37 2.249 1.095 2.179  0.127
H38 3.183 2.138 0.106  0.320
C25 -2.803 -0.635 3.551  -1.768
H39 -1.260 2.983 -5.668  0.364
C26 -0.699 2.549 -4.823  -0.954
H40 -3.834 -1.901 -3.574  0.517
H41 -0.352 0.178 -6.137  0.352
C27 0.597 0.676 -5.912  -0.227
H42 -3.334 -0.623 -2.449  0.407
H43 1.726 2.747 5.541  0.549
H44 0.167 1.973 5.848  0.271
C28 -1.713 -1.686 -3.453  3.334
N2 -0.040 0.262 1.734  -0.307
H45 2.288 -1.290 2.987  0.120
C29 -2.195 1.269 5.066  -1.999
H46 1.121 3.856 3.393  0.629
C30 -3.120 -1.090 -3.420  -2.662
C31 -2.541 1.628 2.604  -1.684
H47 -3.277 1.331 5.242  0.548
H48 0.373 -3.358 3.468  0.529
C32 2.895 1.293 -0.518  -1.631
H49 3.968 0.246 -6.246  0.356
C33 1.910 -1.417 4.009  -1.777
H50 0.561 -4.225 -0.180  0.375
H51 -1.162 -1.488 5.624  0.233
C34 0.593 1.923 -5.276  0.780
H52 -3.623 1.717 2.755  0.536

No. 2
A cluster of 4 separate species, C34H52F24O7 in total. Source: the OMol25 dataset; level of theory: ωB97M-V/def2-TZVPD.

## Properties
**E_LUMO**: 0.366 eV
**HOMO**: -9.4898 eV
**DFT total energy**: -115651.894 eV
**Structure (SMILES)**: CCO[C@H](COCCCCCCCCCCCCCOC)OC.FC(F)C(F)(F)COC(F)(F)C(F)F.FC(F)C(F)(F)COC(F)(F)C(F)F.FC(F)C(F)(F)COC(F)(F)C(F)F
**2S+1**: 1
**Gap between HOMO and LUMO**: 0.36219 Ha

Each line ends with the Mulliken charge.
Cartesian coordinates (Å):
C1 -2.765 0.482 0.925  -0.894
H1 7.592 -3.620 2.109  0.298
F1 9.361 -0.025 -5.144  -0.273
F2 -0.332 -4.285 -4.551  -0.222
H2 6.911 0.111 -1.070  0.322
H3 -4.661 -3.034 2.979  0.390
F3 -8.406 4.235 5.159  -0.266
H4 8.858 -2.403 2.044  0.304
H5 -0.318 -2.426 -3.821  0.294
C2 4.064 4.251 3.068  -0.817
H6 5.204 0.342 -1.544  0.152
F4 7.477 1.755 -5.823  -0.267
H7 2.060 4.980 3.447  0.508
F5 0.234 -5.674 -6.865  -0.227
H8 -4.803 1.077 0.820  0.259
H9 7.420 0.227 1.124  0.270
C3 -12.189 0.765 4.689  0.093
H10 6.507 -0.576 -7.918  0.338
C4 6.921 -1.631 2.716  -0.384
C5 -8.524 2.039 4.339  0.773
C6 -0.779 -3.018 -4.616  0.104
H11 -6.677 -0.754 3.044  -0.483
H12 -7.659 2.702 6.208  0.242
H13 -5.511 -4.301 5.090  0.340
C7 7.795 -2.575 1.869  -1.008
C8 -5.460 -2.448 3.460  -0.727
O1 5.267 2.308 2.325  -0.150
H14 7.573 -2.414 0.813  0.255
C9 6.495 0.444 -7.532  -0.712
H15 -6.115 -1.583 1.594  0.330
C10 7.714 0.711 -6.639  0.890
H16 4.379 4.521 2.056  0.304
H17 6.624 1.118 -8.377  0.384
C11 -4.253 0.161 1.072  -0.813
F6 -0.976 -1.125 -5.899  -0.324
C12 -5.813 -1.253 2.592  0.358
H18 0.370 4.339 0.383  0.364
F7 -1.179 -3.046 -6.943  -0.289
F8 -10.686 0.062 6.371  -0.278
H19 -4.548 -0.622 0.369  0.460
C13 8.286 -0.462 -5.834  0.063
C14 -0.595 3.524 2.120  -0.645
C15 -4.625 -0.268 2.503  -0.573
C16 2.182 -4.323 -6.811  0.878
O2 -6.606 -3.240 3.674  -0.302
C17 6.374 0.315 1.468  0.242
H20 -7.230 -4.706 4.940  0.244
H21 -4.852 0.608 3.114  0.267
F9 5.298 0.576 -4.197  -0.185
F10 -9.427 2.441 3.434  -0.297
C18 -8.511 2.953 5.574  0.226
H22 -2.551 0.748 -0.116  0.429
H23 -5.063 -2.088 4.424  0.388
H24 6.366 -2.191 3.471  0.422
H25 5.676 -1.116 -0.640  0.283
C19 5.866 -0.047 -0.774  -0.660
H26 -9.977 0.152 3.164  0.336
F11 -2.117 -3.034 -4.430  -0.272
F12 2.343 -4.316 -5.480  -0.293
H27 -1.594 2.973 0.289  0.319
O3 5.228 0.789 -7.003  -0.390
H28 -1.926 1.252 2.777  0.324
F13 -7.301 2.180 3.768  -0.281
F14 7.381 -0.927 -4.951  -0.185
H29 4.346 5.088 3.713  0.396
F15 4.978 -1.331 -6.304  -0.285
C20 -6.337 -4.433 4.379  -0.779
C21 -2.303 1.643 1.826  -0.411
C22 2.537 4.062 3.085  -0.801
H30 -3.161 2.293 2.044  0.240
C23 0.984 -2.236 -6.404  -0.595
H31 -9.345 -1.086 4.230  0.411
H32 1.787 2.595 1.688  0.162
H33 7.556 -0.908 3.242  0.277
C24 4.875 3.020 3.481  -0.643
F16 -9.649 2.825 6.278  -0.227
H34 2.281 3.286 3.815  0.324
H35 0.996 -1.326 -7.001  0.394
H36 0.545 5.350 1.830  0.425
H37 1.622 -2.057 -5.538  0.243
C25 -11.000 -0.124 5.076  0.857
H38 -3.741 -0.737 2.957  0.392
H39 7.248 1.906 2.664  0.321
C26 1.508 -5.618 -7.290  0.144
H40 -2.185 -0.418 1.165  0.368
H41 -1.388 4.195 2.468  0.450
H42 -0.399 1.798 0.850  0.329
C27 -0.484 -2.399 -5.988  0.859
F17 2.180 -6.670 -6.773  -0.263
H43 3.597 1.328 -4.923  0.298
H44 1.534 -5.667 -8.380  0.239
F18 3.423 -0.554 -4.262  -0.246
C28 -1.195 2.477 1.183  -0.728
H45 8.594 -1.272 -6.500  0.275
F19 -11.480 -1.397 4.939  -0.325
H46 -6.069 -5.238 3.685  0.270
C29 1.924 3.683 1.720  -0.544
F20 3.253 -0.176 -6.930  -0.329
F21 -13.197 0.535 5.559  -0.266
H47 2.619 3.924 0.913  0.536
C30 -9.738 -0.070 4.204  -0.721
O4 -8.663 0.725 4.677  -0.351
F22 -11.869 2.070 4.756  -0.224
O5 1.534 -3.215 -7.268  -0.379
O6 5.573 0.674 0.410  -0.349
C31 4.462 -0.095 -6.312  0.835
H48 -0.213 3.007 3.010  0.237
C32 6.288 1.377 2.582  -0.711
C33 0.549 4.319 1.465  -0.911
H49 5.758 3.315 4.066  0.408
F23 3.423 -4.326 -7.361  -0.312
F24 8.720 1.059 -7.497  -0.327
C34 4.160 0.395 -4.888  0.163
H50 4.261 2.369 4.120  0.388
H51 6.088 0.855 3.526  0.394
O7 5.951 -0.956 1.929  -0.437
H52 -12.530 0.526 3.679  0.290

No. 3
A structure of composition C34H52FN2O2PtS2Si4Te. Source: the OMol25 dataset; level of theory: ωB97M-V/def2-TZVPD.

## Properties
**E_LUMO**: 1.522 eV
**HOMO**: -4.5813 eV
**DFT total energy**: -109621.856 eV
**2S+1**: 1
**Energy above the lowest of the compared OMol25 structures with the same formula, charge and spin**: 13.7 kJ/mol
**Charge**: -1
**Gap between HOMO and LUMO**: 0.22430 Ha

Each line ends with the Mulliken charge.
Cartesian coordinates (Å):
H1 -4.665 3.182 -1.760  0.428
H2 5.363 -1.296 0.844  0.474
C1 0.404 5.379 0.139  -0.256
H3 6.344 -2.456 2.748  0.409
S1 1.039 5.714 1.754  1.225
H4 -2.554 -1.127 -3.759  0.277
H5 5.865 -0.502 -3.889  0.386
H6 -0.700 -2.836 1.508  -0.225
H7 2.420 -2.946 4.422  0.471
H8 2.147 2.221 -0.618  -0.015
H9 -4.945 -3.193 1.295  0.219
F1 1.221 -1.778 2.557  0.007
C2 5.243 -0.553 -3.002  -1.343
C3 -0.658 4.351 -2.154  -1.177
H10 -1.953 -3.863 0.797  0.270
C4 0.044 4.045 0.099  0.421
H11 -3.568 1.947 -2.398  0.234
C5 4.243 1.792 1.279  -1.598
C6 5.126 0.536 -2.164  -0.933
H12 1.045 -2.651 -1.743  0.062
C7 -4.653 -2.489 2.081  -1.015
H13 -4.032 -1.902 -4.352  0.385
H14 -6.558 1.898 0.636  0.385
N1 2.777 -0.737 0.433  0.297
C8 2.566 -1.930 2.575  -0.141
H15 -1.075 3.946 -3.069  0.465
S2 -0.069 1.767 1.824  -0.539
H16 1.268 -4.266 -1.061  0.477
C9 1.622 -3.231 -1.025  -0.766
C10 4.715 -1.652 1.633  -0.165
C11 3.114 2.693 -0.797  -1.068
H17 -3.691 -4.239 -2.603  0.414
C12 -5.889 -1.940 -1.692  -1.066
C13 -0.281 5.690 -2.102  -0.581
H18 4.420 2.806 1.645  0.528
H19 -4.663 -3.028 3.035  0.389
H20 3.216 2.832 -1.877  0.445
H21 -5.413 -1.703 2.127  0.255
C14 -3.356 -3.639 -1.750  -0.922
C15 3.328 -1.429 1.509  0.702
H22 3.593 -5.127 -0.513  0.519
C16 3.891 -4.085 -0.362  -1.529
C17 3.101 -2.596 3.656  -0.860
H23 3.293 1.462 1.697  0.027
O1 0.181 6.633 2.446  -0.686
H24 -4.106 3.631 1.014  0.414
H25 -2.502 -1.200 4.136  0.417
C18 -0.503 3.516 -1.055  0.931
C19 4.470 -2.801 3.738  -0.577
C20 5.269 -2.316 2.713  -0.960
Si1 -4.216 1.424 -0.050  0.445
H26 -6.315 -2.597 -2.459  0.392
C21 -4.463 2.107 -1.790  -1.132
Pt1 0.986 0.255 0.531  1.654
Si2 -2.974 -0.562 -0.234  0.357
H27 -6.190 -2.323 -0.713  0.296
H28 -1.751 -3.806 2.557  0.405
H29 3.688 -3.832 0.680  0.176
H30 -1.489 -0.232 3.055  -0.042
H31 -6.332 -0.949 -1.819  0.261
Si3 -2.931 -1.783 1.762  0.317
H32 3.223 -3.677 -2.318  0.653
H33 -3.321 2.428 2.052  0.265
C22 -2.488 -0.650 3.189  -0.714
H34 -3.195 0.180 3.269  0.211
H35 -5.795 0.774 1.764  0.268
C23 3.753 -1.816 -1.557  0.950
H36 5.180 2.337 -0.520  0.464
C24 0.324 3.399 1.424  0.264
H37 3.122 3.677 -0.317  0.419
H38 4.970 -4.012 -0.520  0.310
O2 2.442 6.010 1.682  -0.659
H39 1.399 -2.835 -0.036  -0.326
C25 4.251 1.823 -0.249  0.493
Si4 -4.015 -1.882 -1.876  0.263
H40 5.028 1.144 1.673  0.403
N2 0.820 4.180 2.332  -0.638
H41 -2.262 -3.638 -1.741  0.137
C26 4.555 -1.712 -2.692  -1.070
H42 -6.396 0.187 0.208  0.243
C27 3.623 -0.679 -0.723  -1.221
C28 4.323 0.505 -1.022  0.969
C29 -5.900 1.025 0.704  -1.115
Te1 -0.722 -0.297 -1.291  -0.838
C30 0.257 6.227 -0.938  -0.630
H43 -2.466 3.063 0.653  -0.367
C31 3.115 -3.195 -1.341  0.753
H44 -4.081 -0.236 -3.752  0.250
C32 -1.720 -3.209 1.639  -0.560
H45 -5.305 1.617 -2.290  0.318
H46 -0.412 6.319 -2.974  0.398
H47 -0.783 2.473 -1.107  0.015
H48 4.897 -3.320 4.586  0.376
H49 5.661 1.454 -2.391  0.398
C33 -3.631 -1.220 -3.595  -1.021
H50 4.643 -2.575 -3.344  0.385
C34 -3.448 2.756 1.017  -0.376
H51 0.550 7.268 -0.878  0.427
H52 -3.702 -4.128 -0.835  0.264

No. 4
A structure of composition C34H52N8O6P2RbSSi. Source: the OMol25 dataset; level of theory: ωB97M-V/def2-TZVPD.

## Properties
**E_LUMO**: 1.950 eV
**HOMO**: -5.4692 eV
**DFT total energy**: -98262.761 eV
**2S+1**: 1
**Energy above the lowest of the compared OMol25 structures with the same formula, charge and spin**: 0.0 kJ/mol
**Charge**: -1
**Gap between HOMO and LUMO**: 0.27264 Ha

Each line ends with the Mulliken charge.
Cartesian coordinates (Å):
H1 -2.933 4.400 -2.339  0.183
N1 5.014 -1.582 -2.785  -0.450
C1 -2.033 -0.078 3.500  -0.678
C2 -0.300 1.541 4.207  -1.030
H2 -2.027 5.055 -4.441  0.448
H3 -4.412 4.346 1.875  0.321
H4 -0.300 -1.476 7.339  0.329
N2 0.634 -1.637 5.488  0.340
H5 4.096 -0.876 -5.801  0.432
H6 -1.302 6.244 2.677  0.502
O1 3.455 0.621 -4.139  -0.774
C3 -1.060 5.358 2.064  -1.468
H7 1.971 4.415 -2.972  0.312
C4 5.900 -0.876 -0.337  -0.143
C5 -4.498 0.284 -0.349  -0.500
N3 2.503 -4.948 -7.213  -0.619
O2 -0.818 2.440 1.053  -0.444
N4 -0.639 0.107 3.909  0.914
H8 1.074 3.784 -0.860  0.583
H9 -1.454 -5.440 0.674  0.362
C6 -1.296 -4.884 1.640  -1.316
C7 -4.481 2.929 -0.838  0.181
H10 2.140 -1.952 6.923  0.327
C8 2.432 -2.932 1.507  -0.262
N5 -1.465 -3.470 1.406  0.342
C9 -2.334 4.903 1.333  2.104
H11 0.129 -4.050 -0.676  0.321
C10 -3.356 1.000 -0.033  0.259
C11 -3.413 4.457 2.345  -1.711
H12 0.891 -2.611 -3.514  0.483
C12 0.866 4.539 -2.825  -0.651
H13 2.931 -3.878 1.804  0.281
H14 -2.323 -1.136 3.480  0.367
H15 0.434 5.087 -4.858  0.345
C13 6.253 -1.852 -2.420  -0.274
H16 -3.847 5.832 -0.012  0.228
C14 3.332 -2.717 -6.589  -0.736
C15 0.027 4.892 -3.872  -0.498
O3 -0.031 -2.280 3.049  -0.672
H17 4.078 -2.742 -7.359  0.288
C16 1.818 -2.341 5.953  -1.117
N6 2.850 -0.788 -2.131  0.221
P1 -0.236 -2.434 1.426  0.369
H18 -2.674 0.303 4.319  0.432
H19 -3.556 5.251 3.078  0.540
C17 -2.854 6.089 0.462  -1.580
H20 0.782 1.673 4.313  0.326
C18 -1.351 4.879 -3.656  -0.872
Si1 -1.824 3.371 0.314  -0.832
H21 -2.803 -3.815 -0.062  0.464
N7 4.649 -0.562 -0.658  -0.297
C19 6.780 -1.523 -1.195  -0.650
H22 -3.540 -3.347 1.457  0.318
C20 2.427 -1.614 -4.629  -0.377
H23 1.633 -5.435 -7.220  0.236
N8 1.102 -3.236 0.968  0.718
C21 1.546 -2.662 -4.398  -0.529
H24 -0.551 2.080 3.298  0.151
C22 4.205 -0.982 -1.881  0.056
C23 1.119 -4.034 -0.240  -1.221
C24 0.326 4.157 -1.585  -0.184
H25 7.778 -1.771 -0.891  0.373
H26 1.823 -3.566 -0.962  0.296
H27 -6.407 2.661 -1.775  0.374
O4 1.834 -0.555 3.492  -0.956
H28 3.105 -2.472 0.757  -0.070
H29 2.874 -4.807 -8.135  0.236
H30 -1.408 -1.381 5.923  0.241
P2 0.511 -1.021 3.943  0.406
H31 -0.706 -2.931 6.449  0.292
C25 -3.364 2.396 -0.202  0.687
Rb1 0.988 0.803 -0.204  0.667
C26 -5.605 0.844 -0.951  -0.673
H32 -0.688 4.546 2.687  0.149
H33 -2.284 0.535 2.609  -0.356
H34 -2.127 6.328 -0.290  0.353
C27 -1.040 4.106 -1.349  0.395
H35 -3.118 6.975 1.071  0.492
H36 -0.316 -5.136 1.993  0.374
H37 -6.367 0.160 -1.278  0.369
C28 1.557 -3.713 -5.318  -0.763
H38 -4.561 -0.781 -0.209  0.249
C29 -0.529 -1.836 6.331  -1.003
O5 1.110 0.266 -3.421  -0.785
C30 -5.596 2.192 -1.209  -0.886
S1 2.455 -0.227 -3.534  1.246
C31 2.435 -3.764 -6.398  1.101
H39 -2.506 0.494 0.412  -0.021
H40 2.370 -2.254 2.393  0.015
H41 2.649 -2.223 5.260  0.282
O6 -0.557 -1.167 0.773  0.157
H42 -3.218 3.499 2.816  0.182
C32 -2.714 -3.151 0.761  -0.751
H43 6.241 -0.580 0.682  0.356
H44 -4.580 4.001 -1.058  -0.012
H45 1.399 -5.061 0.010  0.309
C33 -1.867 4.462 -2.420  0.007
H46 6.777 -2.381 -3.191  0.449
H47 -2.813 -2.094 0.441  -0.148
H48 -0.774 1.925 5.121  0.278
C34 3.321 -1.647 -5.701  -0.298
H49 -2.046 -5.203 2.402  0.321
H50 0.917 -4.568 -5.128  0.245
H51 1.652 -3.393 6.020  0.359
H52 -0.290 5.638 1.304  0.266